No. 1
{
  "formula": "C18H28N2O",
  "method": "ωB97M-V with the def2-TZVPD basis set",
  "total_energy_ev": -24147.1448,
  "de_lowest_kcal_mol": 41.5,
  "smiles": "Cc1ccccc1CN1CCN(C2CCC2)C[C@@H]1CCO",
  "lumo_ev": 0.822,
  "homo_ev": -8.26,
  "max_force_ev_per_a": 0.47,
  "orbital_gap_ev": 9.08,
  "elements": ["H", "C", "C", "H", "C", "C", "H", "C", "C", "H", "C", "H", "C", "C", "H", "H", "O", "C", "H", "C", "N", "H", "H", "C", "H", "C", "H", "C", "H", "H", "H", "H", "C", "H", "C", "H", "H", "N", "C", "H", "H", "H", "H", "H", "H", "H", "H", "H", "C"],
  "coordinates": [[-2.89, 2.45, -1.09], [-4.86, 1.93, -0.29], [4.43, 1.59, -0.62], [-1.07, 1.02, -1.30], [1.90, -1.21, -0.21], [-1.20, -2.24, -0.17], [1.42, 1.08, -1.74], [-4.43, 0.60, 0.36], [2.46, 1.01, -2.05], [1.97, -2.04, 0.51], [-0.51, -0.99, -0.76], [-3.33, 3.45, 0.30], [-3.43, 2.47, -0.15], [-0.73, 1.02, 1.26], [-1.57, -2.00, 0.83], [-5.25, 1.85, -1.30], [-1.17, -4.67, -0.02], [5.01, 0.33, 1.32], [0.08, -0.87, 1.93], [5.27, 1.38, 0.46], [-1.89, 0.49, 0.58], [-1.71, -4.57, 0.77], [1.94, -1.62, -1.22], [3.34, 0.77, -0.87], [1.29, 0.40, 1.69], [-0.36, -3.51, -0.15], [-5.58, 2.48, 0.32], [3.08, -0.29, 0.01], [4.63, 2.41, -1.30], [-2.07, -2.44, -0.80], [0.17, -3.64, -1.09], [-0.21, -1.21, -1.79], [3.92, -0.50, 1.09], [-0.99, 1.28, 2.29], [0.38, -0.04, 1.28], [-4.31, -0.21, -0.35], [0.38, -3.48, 0.67], [0.66, -0.47, -0.07], [-1.53, 0.16, -0.78], [-3.12, 1.56, 1.82], [-0.34, 1.92, 0.76], [5.66, 0.15, 2.17], [-2.42, -0.15, -1.33], [3.73, -1.32, 1.77], [-5.04, 0.25, 1.19], [6.11, 2.03, 0.63], [2.54, 0.19, -2.76], [2.74, 1.93, -2.56], [-3.09, 1.26, 0.77]]
}

---

No. 2
{
  "formula": "C18H28N6O3S2",
  "method": "ωB97M-V with the def2-TZVPD basis set",
  "total_energy_ev": -55876.1994,
  "de_lowest_kcal_mol": 2.8,
  "smiles": "CCCCn1c(N)c(N(CC(C)C)C(=O)CCCSc2nncs2)c(=O)[nH]c1=O",
  "lumo_ev": 0.148,
  "homo_ev": -8.34,
  "max_force_ev_per_a": 1.43,
  "orbital_gap_ev": 8.48,
  "elements": ["H", "H", "O", "H", "N", "C", "H", "H", "C", "C", "N", "H", "H", "C", "H", "O", "C", "C", "H", "H", "N", "C", "H", "C", "S", "S", "H", "H", "N", "C", "H", "H", "C", "H", "C", "C", "H", "H", "H", "H", "H", "H", "H", "H", "H", "C", "N", "H", "C", "H", "C", "C", "N", "H", "O", "C", "C"],
  "coordinates": [[5.01, 2.66, -2.57], [4.00, 1.67, -0.25], [2.30, -3.64, 1.79], [3.68, 0.04, -3.55], [2.95, -1.48, 1.92], [3.09, 2.02, -0.74], [1.23, -4.14, -0.12], [-0.77, -4.60, -2.36], [-3.72, -1.18, -1.00], [2.95, -0.14, 1.53], [1.95, 1.47, -0.02], [4.65, 0.15, -2.08], [0.61, -3.03, -1.37], [3.12, 1.66, -2.24], [-1.61, 2.50, 2.64], [3.67, 0.66, 2.10], [-0.05, 1.75, 1.34], [-1.70, -4.47, -1.82], [-4.02, -2.13, -1.39], [-2.20, 4.31, 0.69], [0.46, -0.61, -1.17], [0.96, 2.32, 0.36], [-1.57, 3.01, -0.33], [-0.75, -3.41, 0.29], [-3.64, 2.48, 0.75], [-4.84, -0.08, -0.27], [-2.12, -3.50, -2.06], [3.60, 3.68, -2.86], [1.38, -2.15, 0.34], [4.00, 2.67, -2.97], [-0.41, -1.11, -1.26], [-1.34, -2.51, 0.14], [-1.48, -4.61, -0.32], [-0.46, 3.72, 2.07], [3.64, 0.25, -2.48], [-1.98, 3.25, 0.65], [0.49, 1.38, 2.21], [4.05, 2.44, -4.03], [-0.92, -5.52, -0.11], [-0.65, -3.57, 1.37], [3.01, -0.50, -2.02], [-2.39, -5.24, -2.17], [-2.45, -4.70, 0.18], [0.39, 0.37, -1.40], [2.10, 1.74, -2.63], [0.65, -3.23, -0.30], [-2.34, 0.44, -0.46], [3.57, -1.73, 2.68], [1.27, -0.86, -0.10], [3.02, 3.10, -0.64], [2.22, -2.51, 1.39], [-1.04, 2.84, 1.77], [-2.50, -0.76, -1.01], [-0.59, 0.92, 0.89], [0.88, 3.46, -0.07], [2.04, 0.14, 0.46], [-3.43, 0.96, -0.02]]
}

---

No. 3
{
  "formula": "C18H28NO7P",
  "method": "ωB97M-V with the def2-TZVPD basis set",
  "total_energy_ev": -44230.4695,
  "smiles": "C=Cc1ccc2c(c1P(=O)(O)O)C(=O)NC2=O.CCOCC.CCOCC",
  "lumo_ev": -0.790,
  "homo_ev": -9.82,
  "max_force_ev_per_a": 3.18,
  "orbital_gap_ev": 9.03,
  "elements": ["C", "H", "H", "H", "O", "C", "C", "H", "H", "H", "C", "H", "H", "P", "H", "C", "H", "H", "C", "C", "O", "O", "C", "O", "H", "H", "H", "H", "C", "O", "C", "H", "C", "H", "H", "H", "C", "C", "C", "C", "H", "H", "N", "H", "H", "C", "H", "C", "H", "H", "H", "C", "O", "H", "O"],
  "coordinates": [[4.44, -1.43, -1.60], [-3.82, -0.92, 3.78], [2.33, 1.87, 0.59], [-2.34, -4.27, 0.86], [1.83, 0.01, -3.56], [-0.64, -4.33, -0.50], [2.08, -1.80, -1.86], [4.14, -3.85, 0.23], [-1.18, -2.74, 0.82], [-6.09, -1.94, 3.68], [0.76, -2.44, -1.66], [-3.80, -2.44, 2.91], [1.63, 3.46, 0.87], [-0.68, -1.68, -2.54], [1.68, 3.85, -1.66], [3.82, 4.72, -0.19], [-1.40, 0.30, -2.76], [-0.97, -5.23, -1.09], [-3.52, 1.48, 2.60], [1.89, -4.14, -0.06], [3.62, 3.40, 0.28], [-3.55, -0.82, 1.73], [0.71, -3.60, -0.77], [-0.47, -1.69, -4.02], [-2.59, -2.40, -3.12], [3.22, 6.76, 0.18], [4.88, 4.94, -0.06], [-3.77, 2.51, 2.33], [-5.68, -1.43, 2.80], [-2.12, -2.44, -2.27], [3.20, -3.49, -0.26], [0.74, 2.42, -1.22], [-4.16, -1.41, 2.87], [-3.34, 0.82, 0.58], [-6.02, -1.96, 1.91], [1.80, -5.02, 0.62], [2.29, 2.89, 0.20], [-3.89, 0.54, 1.47], [3.00, 5.76, 0.56], [1.74, 2.86, -1.21], [-6.10, -0.43, 2.77], [2.38, 2.25, -1.86], [3.86, -0.31, -2.32], [1.93, 5.59, 0.45], [3.74, 0.40, -1.58], [2.47, -0.56, -2.74], [-4.06, 1.24, 3.53], [3.26, -2.34, -1.15], [3.23, 5.73, 1.62], [3.62, 4.77, -1.27], [-4.95, 0.62, 1.22], [-1.43, -3.77, 0.46], [-0.88, -0.10, -2.03], [-2.45, 1.42, 2.82], [5.60, -1.66, -1.39]]
}

---

No. 4
{
  "formula": "C18H28O12S",
  "method": "ωB97M-V with the def2-TZVPD basis set",
  "total_energy_ev": -54521.9634,
  "de_lowest_kcal_mol": 70.9,
  "smiles": "O=S1(=O)OCCO1.O=C1CCCO1.O=C1CCCO1.O=C1CCCO1.O=C1CCCO1",
  "lumo_ev": 0.518,
  "homo_ev": -9.50,
  "max_force_ev_per_a": 5.21,
  "orbital_gap_ev": 10.02,
  "elements": ["H", "C", "O", "H", "O", "H", "H", "C", "O", "O", "H", "C", "H", "H", "H", "O", "C", "C", "C", "H", "O", "C", "O", "C", "H", "C", "H", "C", "C", "H", "C", "H", "H", "H", "H", "H", "H", "H", "O", "H", "S", "H", "C", "H", "O", "H", "H", "C", "O", "H", "H", "H", "C", "O", "O", "C", "C", "C", "H"],
  "coordinates": [[6.75, -1.10, 1.30], [5.43, 0.34, 0.38], [1.65, 0.62, -2.00], [1.61, 1.18, 0.66], [2.80, 2.48, -1.95], [-2.70, 0.43, 0.40], [5.55, 0.61, -0.67], [-0.16, -3.38, -0.76], [-3.44, -0.96, 1.80], [-3.34, 3.28, -3.47], [5.95, -1.44, -0.30], [-4.65, 3.12, -3.83], [-4.17, 2.11, -0.81], [4.19, 3.53, -1.06], [-5.62, 1.51, -2.90], [-2.37, -2.95, 2.82], [1.93, 1.64, -1.39], [5.85, -1.02, 0.70], [3.11, 3.52, -0.94], [2.05, 4.07, 0.92], [0.56, -2.75, -1.55], [-4.42, 2.90, -1.52], [2.26, -1.09, 1.11], [-3.18, 3.15, -2.20], [-0.68, -5.98, 0.77], [-2.03, -4.45, 0.08], [-0.02, -3.23, 1.48], [1.61, 2.05, 0.01], [-1.25, -0.09, 2.00], [-2.84, -4.00, 0.66], [0.18, -3.92, 0.66], [-1.85, -1.18, 0.30], [-6.28, 3.17, -2.72], [-0.23, -0.44, 1.82], [1.22, -4.22, 0.58], [3.12, 2.91, 1.23], [-1.05, -5.00, 1.99], [-4.59, 2.55, -4.76], [-3.84, -1.47, 4.23], [5.96, 1.12, 0.93], [-2.89, -1.62, 3.18], [-5.12, 4.05, -4.14], [-2.29, -0.42, 0.95], [4.88, -1.18, 2.49], [4.04, 0.42, 0.57], [0.60, 2.45, -0.03], [4.44, -2.63, 1.48], [4.65, -1.56, 1.49], [-1.64, -0.56, 3.28], [-1.30, 0.98, 2.18], [2.59, 4.43, -1.24], [-4.71, 3.79, -0.97], [3.48, -0.75, 1.04], [-2.05, 3.14, -1.72], [-1.51, -3.60, -0.98], [2.44, 3.18, 0.42], [-0.85, -4.91, 0.92], [-5.39, 2.54, -2.64], [-2.45, -5.38, -0.29]]
}